--- i ---
Molecular formula: C3H8O3
Method: DFT, ωB97M-V/def2-TZVPD

Each line ends with the Mulliken charge.
Atoms and positions in Å:
1 C -1.20838 -0.22572 0.53149  -0.57
2 C -0.13080 0.87443 0.27987  0.07
3 C 1.31751 0.20224 0.18953  -0.51
4 H -0.37751 -1.61334 -0.37661  0.44
5 H -0.91836 -0.66795 1.52234  0.31
6 H -2.25960 0.31366 0.64472  0.31
7 H -0.14747 1.90535 0.86639  0.34
8 H -0.82808 0.24066 -1.34710  0.43
9 H 2.02409 0.90816 -0.27769  0.32
10 H 1.66471 0.15673 1.25110  0.30
11 H 1.57564 -1.03341 -1.51078  0.41
12 O -1.35230 -1.17660 -0.41894  -0.62
13 O -0.54040 1.20207 -1.02946  -0.58
14 O 1.18095 -1.08627 -0.32485  -0.65


--- ii ---
Molecular formula: C3H8O3
Method: DFT, ωB97M-V/def2-TZVPD

Each line ends with the Mulliken charge.
Atoms and positions in Å:
1 C 1.73057 -0.86213 1.17526  -0.17
2 O 1.07094 0.09822 0.34057  -0.51
3 C 2.83220 -1.52067 0.38554  -1.03
4 H 1.04771 -1.61456 1.56251  0.30
5 H 2.16187 -0.30782 2.01999  0.23
6 H 0.21342 0.26857 0.75431  0.29
7 H 2.42253 -1.79632 -0.59248  0.28
8 H 3.22446 -2.40465 0.87965  0.33
9 H 3.62464 -0.82492 0.10404  0.28
10 O -4.52511 0.94058 -0.34592  -0.40
11 C -4.04034 1.63792 -1.17287  0.22
12 O -2.74855 1.53796 -1.58547  -0.42
13 H -4.57627 2.42627 -1.71107  0.25
14 H -2.43805 2.42156 -1.81406  0.34

SMILES: O=CO.CCO


Q: Which of them is the least stable? A: i.


--- i ---
Molecular formula: C2H8OS
Method: DFT, ωB97M-V/def2-TZVPD

Each line ends with the Löwdin spin population.
Atoms and positions in Å:
1 C 0.02402 0.57655 1.48172  0.28
2 S 1.02350 -0.33287 0.27041  0.19
3 C 0.83382 0.81696 -1.12671  0.14
4 H -0.54440 -0.17336 2.02420  0.07
5 H -0.72746 1.27845 1.07445  0.06
6 H 0.62377 1.13220 2.20624  0.05
7 H 0.90528 1.84228 -0.75396  0.02
8 H 1.44391 0.56051 -1.97615  0.01
9 H -0.24600 0.87236 -1.30588  0.02
10 H -1.65392 -1.37656 -0.96839  0.03
11 H -2.40233 -0.19851 -0.14501  0.05
12 O -2.45267 -0.85408 -0.84134  0.09

Multiplicity: 2
<S²>: 0.751
Total charge: -1


--- ii ---
Molecular formula: C2H8OS
Method: DFT, ωB97M-V/def2-TZVPD

Each line ends with the Löwdin spin population.
Atoms and positions in Å:
1 C -0.71866 0.20863 1.37370  0.09
2 S 1.02755 0.18849 1.32073  0.11
3 C 1.40875 0.61747 -0.39650  0.10
4 H -1.03788 -0.66645 1.85722  0.01
5 H -1.22058 0.50312 0.44705  0.03
6 H -1.04294 0.98289 2.15160  0.00
7 H 2.42562 0.16692 -0.56802  0.01
8 H 0.71852 0.04748 -0.94685  0.03
9 H 1.69954 1.63552 -0.62783  0.01
10 H -0.49184 -1.74589 -1.74037  0.11
11 H -1.74590 -0.78346 -1.67176  0.11
12 O -1.02218 -1.15473 -1.19898  0.39

Multiplicity: 2
<S²>: 0.751
Total charge: -1


Q: Which of them is the least stable? A: ii.


--- i ---
Molecular formula: C2H11BN3O
Method: DFT, ωB97M-V/def2-TZVPD

Each line ends with the Mulliken charge.
Atoms and positions in Å:
1 B -1.21314 -0.66681 0.21283  0.30
2 C 0.63676 1.31272 0.15817  -0.50
3 C 0.24308 -0.04361 0.61359  -0.17
4 N -2.43749 -0.09593 0.44544  -0.36
5 N 1.21010 -1.06161 0.12823  -0.17
6 N 1.61283 1.22988 -0.95210  -0.72
7 O -1.16431 -1.87818 -0.38000  -0.65
8 H -0.22961 1.82131 -0.20411  0.32
9 H 1.28180 1.83272 0.92700  0.35
10 H 0.44282 0.04242 1.72071  0.23
11 H -2.52125 0.77679 1.05339  0.24
12 H -3.39063 -0.22777 -0.01841  0.23
13 H 0.66639 -1.65608 -0.40317  0.31
14 H 1.60931 -1.69255 0.85032  0.35
15 H 2.08202 2.17449 -1.15726  0.28
16 H 1.13604 1.03084 -1.87229  0.22
17 H 1.96636 -0.52763 -0.45090  0.41
18 H -1.93109 -2.37100 -0.67143  0.34

SMILES: NC[C@H]([NH3+])B(N)O
Total charge: +1


--- ii ---
Molecular formula: C2H11BN3O
Method: DFT, ωB97M-V/def2-TZVPD

Each line ends with the Mulliken charge.
Atoms and positions in Å:
1 B 0.89346 0.85420 0.21203  0.23
2 C -2.63457 -0.94316 0.75189  -0.26
3 C 0.93951 -0.52899 -0.31975  -0.42
4 N -0.34112 1.59578 -0.34259  -0.51
5 N -2.23443 -0.29965 -0.24879  -0.41
6 N 2.25008 -1.37305 -0.06111  -0.34
7 O 1.96709 1.54840 0.79185  -0.58
8 H -1.89795 -0.85168 1.50149  0.27
9 H -3.56557 -1.59378 0.87587  0.24
10 H 0.14168 -0.85124 -1.07877  0.21
11 H 0.07518 1.88801 -1.21929  0.35
12 H -0.71985 2.47490 -0.04001  0.32
13 H -2.87592 -0.35744 -0.99191  0.15
14 H -1.19937 0.83267 -0.60516  0.44
15 H 2.01979 -2.20883 0.53671  0.35
16 H 2.62105 -1.90793 -0.91421  0.37
17 H 2.90120 -0.68498 0.23223  0.33
18 H 1.65975 2.40680 0.91952  0.25

Total charge: +1


Q: Which of them is the least stable? A: ii.


--- i ---
Molecular formula: C3H8N2OS
Method: DFT, ωB97M-V/def2-TZVPD

Each line ends with the Mulliken charge.
Atoms and positions in Å:
1 C 1.42922 0.81766 1.42009  -0.78
2 C -0.09714 0.38493 1.16358  -0.38
3 C -0.25217 -0.12066 -0.25372  0.30
4 H 1.22077 1.59353 2.40321  0.26
5 H 2.29520 0.00991 1.68330  0.26
6 H 1.85882 1.53485 0.51043  0.25
7 H -0.84611 -0.30907 2.37690  0.24
8 H -0.96070 1.42985 0.97474  0.25
9 H 0.90148 -1.81329 -0.05562  0.27
10 H 0.60074 -1.49829 -2.50604  0.41
11 H -3.05485 0.75428 -2.22405  0.13
12 N 0.68595 -1.09717 -0.76979  -0.24
13 N -1.46964 0.26089 -0.74507  -0.40
14 O -0.14033 -1.73398 -1.75227  -0.45
15 S -2.17124 -0.21345 -2.22569  -0.12


--- ii ---
Molecular formula: C3H8N2OS
Method: DFT, ωB97M-V/def2-TZVPD

Each line ends with the Mulliken charge.
Atoms and positions in Å:
1 C 0.48796 2.30667 -2.07218  -0.60
2 C -0.13705 -0.64855 -0.38863  0.39
3 C 0.04952 -0.03724 0.98670  -0.44
4 H 1.01664 3.24222 -1.95982  0.32
5 H 0.42810 2.03561 -3.12153  0.26
6 H -0.46804 2.57570 -1.71603  0.30
7 H 0.63732 -0.45226 -2.15290  0.29
8 H -0.75661 -2.45536 -0.00226  0.22
9 H -0.33237 1.00084 0.90918  0.24
10 H 1.13567 0.04932 1.14919  0.31
11 H 0.04918 -1.93941 2.41488  0.10
12 N 0.21746 0.18502 -1.47351  -0.23
13 N -0.54949 -1.79580 -0.76232  -0.73
14 O 1.06631 1.28148 -1.24123  -0.23
15 S -0.64492 -0.79740 2.43154  -0.18

SMILES: [H]/N=C(\CS)NOC


--- iii ---
Molecular formula: C3H8N2OS
Method: DFT, ωB97M-V/def2-TZVPD

Each line ends with the Mulliken charge.
Atoms and positions in Å:
1 C 0.18963 0.99175 0.73482  -0.56
2 C -0.79935 0.15476 1.59075  -0.56
3 S -2.04479 -0.81466 0.57495  -0.31
4 N 1.19396 0.35888 -0.20986  -0.27
5 C 0.93735 0.12614 -1.59266  0.40
6 N 0.12685 -0.97288 -1.84538  -0.29
7 O 1.67061 0.67237 -2.44513  -0.64
8 H -0.37543 1.76154 0.24467  0.30
9 H 0.83096 1.47105 1.49732  0.38
10 H -1.23943 0.85108 2.21158  0.38
11 H -0.33905 -0.55017 2.38660  0.32
12 H -1.83618 -2.02144 1.08946  0.15
13 H 2.10850 0.80520 -0.14966  0.29
14 H -0.04091 -1.21317 -2.85786  0.23
15 H -0.38273 -1.62045 -1.22960  0.19

SMILES: NC(=O)NCCS


Q: Which of them is the least stable? A: i.


--- i ---
Molecular formula: C3H8N2OS
Method: DFT, ωB97M-V/def2-TZVPD

Each line ends with the Mulliken charge.
Atoms and positions in Å:
1 C 0.74555 1.24513 0.84192  -0.69
2 C -0.79687 1.74466 0.78446  -0.47
3 C -0.63484 -1.75383 0.16719  0.13
4 H 2.55231 0.02845 -0.11232  0.16
5 H 0.86528 0.55941 1.66993  0.40
6 H 1.43990 2.07345 1.18569  0.41
7 H -0.88750 2.23217 1.76154  0.34
8 H -1.02116 2.54648 -0.08237  0.22
9 H -2.62182 0.57778 0.25948  0.29
10 H -0.59889 0.16923 -1.13177  0.29
11 H -0.94780 -1.84184 1.18717  0.40
12 N -1.57566 0.44969 0.78598  -0.42
13 N -1.01786 -0.42421 -0.35519  -0.24
14 O 0.03116 -2.55044 -0.59939  -0.55
15 S 1.45263 0.40402 -0.85745  -0.27

SMILES: O=CNNCCS


--- ii ---
Molecular formula: C3H8N2OS
Method: DFT, ωB97M-V/def2-TZVPD

Each line ends with the Mulliken charge.
Atoms and positions in Å:
1 N 0.28813 0.43399 1.95285  -0.78
2 C 0.38096 0.30292 0.48933  0.22
3 C 0.89760 -1.11254 0.14509  -0.89
4 S 0.63607 -1.94614 -1.44221  -0.21
5 C -1.01499 0.50328 -0.11442  0.42
6 N -1.07341 1.03855 -1.39093  -0.32
7 O -2.01353 0.15064 0.46434  -0.55
8 H -0.51056 -0.09584 2.28025  0.28
9 H 1.24463 -1.05515 -2.28218  0.10
10 H 0.01452 1.39096 2.14332  0.27
11 H 1.00769 1.13931 0.22612  0.34
12 H 0.54557 -1.76714 0.94095  0.34
13 H 1.95881 -1.18364 0.41270  0.43
14 H -0.54095 0.58052 -2.09853  0.12
15 H -1.82053 1.62028 -1.72667  0.23

SMILES: NC(=O)[C@@H](N)CS


--- iii ---
Molecular formula: C3H8N2OS
Method: DFT, ωB97M-V/def2-TZVPD

Each line ends with the Mulliken charge.
Atoms and positions in Å:
1 C -0.42998 0.57798 0.81400  -0.74
2 C -1.44162 -0.55035 0.62884  -0.67
3 S -1.00334 -2.06889 1.65809  -0.19
4 N -0.02726 1.16483 -0.46616  -0.16
5 C 1.09204 0.98682 -1.24243  0.47
6 N 1.73924 -0.22785 -1.02261  -0.35
7 O 1.37588 1.75719 -2.13121  -0.60
8 H 0.45107 0.23842 1.35574  0.45
9 H -0.86443 1.38532 1.39412  0.35
10 H -2.43611 -0.29508 0.99695  0.35
11 H -1.43860 -0.99958 -0.35177  0.38
12 H -0.32549 -2.66602 0.67796  0.09
13 H -0.66646 1.86969 -0.79000  0.22
14 H 2.73965 -0.20430 -0.95541  0.20
15 H 1.23541 -0.96819 -0.56611  0.20

SMILES: NC(=O)NCCS


Q: Which of them is the least stable? A: i.


--- i ---
Molecular formula: C3H3O3S
Method: DFT, ωB97M-V/def2-TZVPD

Each line ends with the Mulliken charge.
Atoms and positions in Å:
1 C -2.11627 0.40919 0.13972  0.59
2 C -0.89809 -0.40180 0.51949  0.44
3 C 1.67187 0.17777 -0.17186  -0.54
4 O -1.95862 0.30675 -1.12078  -0.59
5 O -2.85398 1.07885 0.83744  -0.66
6 O 0.72568 0.70132 0.65166  -0.51
7 S -0.55811 -1.92805 0.25755  -0.33
8 H 1.61126 -1.06192 -0.04876  0.12
9 H 2.75466 0.21252 0.14027  0.25
10 H 1.62159 0.50537 -1.20474  0.24

Total charge: -1


--- ii ---
Molecular formula: C3H3O3S
Method: DFT, ωB97M-V/def2-TZVPD

Each line ends with the Mulliken charge.
Atoms and positions in Å:
1 C 1.32581 0.99504 0.00031  0.17
2 C 2.21697 1.78135 -0.25070  -0.45
3 C 0.20876 -0.05876 0.14723  -0.72
4 O 4.42281 -0.83445 1.18588  -0.48
5 O 4.69365 -0.75709 -1.24320  -0.48
6 O 4.47358 1.39738 0.04919  -0.35
7 S 4.83113 -0.02952 0.02804  0.67
8 H -0.67792 0.36051 0.64890  0.25
9 H 0.23150 -0.34370 -0.94017  0.21
10 H 0.60474 -0.78783 0.91804  0.19

Total charge: -1


Q: Which of them is the least stable? A: ii.


--- i ---
Molecular formula: C4H9N3S
Method: DFT, ωB97M-V/def2-TZVPD

Each line ends with the Mulliken charge.
Atoms and positions in Å:
1 C -0.31254 -1.74913 -1.01634  -0.68
2 C -0.34675 0.36005 0.80040  0.47
3 C 1.05522 0.64372 0.60589  -0.35
4 C 1.69939 1.01687 -0.52803  -0.26
5 H -0.16597 -2.46133 -0.18617  0.25
6 H 0.66102 -1.40043 -1.33315  0.25
7 H -0.85771 -2.26814 -1.82201  0.31
8 H 1.64328 0.65022 1.50317  0.28
9 H 2.73642 1.00751 -0.43141  0.35
10 H 1.76890 1.19366 -2.55900  0.25
11 H 0.21688 1.01398 -1.90985  0.23
12 H -2.30975 0.33884 3.22159  0.25
13 H -2.63263 -0.33174 1.69311  0.21
14 N 1.16251 1.34614 -1.75684  -0.43
15 N -0.82974 0.59659 1.97931  -0.39
16 N -2.16150 0.39171 2.22678  -0.47
17 S -1.32702 -0.34852 -0.48744  -0.27

SMILES: CSC(/C=C\N)=N\N


--- ii ---
Molecular formula: C4H9N3S
Method: DFT, ωB97M-V/def2-TZVPD

Each line ends with the Mulliken charge.
Atoms and positions in Å:
1 C -0.86692 2.09650 0.66067  -0.62
2 C 0.46297 -0.62176 0.33017  0.56
3 C -0.74924 -1.26055 0.80815  -0.37
4 C -1.85453 -1.33908 0.14814  0.01
5 H -1.27429 1.31947 2.01970  0.23
6 H -2.05527 2.24091 -0.08035  0.16
7 H -0.03389 3.41459 0.93186  0.25
8 H -0.38544 -1.79805 1.76503  0.23
9 H -2.78166 -1.85922 0.65386  0.26
10 H -3.01873 0.11392 -0.73892  0.27
11 H -1.31067 0.12727 -1.36031  0.27
12 H 3.73944 -0.87277 -0.22797  0.23
13 H 2.73926 0.65157 -0.51895  0.22
14 N -2.05239 -0.67655 -1.16342  -0.61
15 N 1.71985 -1.10501 0.16224  -0.47
16 N 2.79248 -0.40499 -0.30982  -0.33
17 S 0.32550 1.16984 -0.30936  -0.28


Q: Which of them is the least stable? A: ii.


--- i ---
Molecular formula: C2H2FIO
Method: DFT, ωB97M-V/def2-TZVPD

Each line ends with the Mulliken charge.
Atoms and positions in Å:
1 C 0.17229 -1.08433 0.34955  0.04
2 C 0.07577 0.61199 -0.30808  -0.17
3 O -0.19080 -1.14554 1.47864  -0.37
4 F 0.26696 0.75424 -1.60767  -0.22
5 I -1.73840 1.60207 0.19167  0.07
6 H 0.59642 -1.81431 -0.27694  0.37
7 H 0.81776 1.07588 0.17283  0.28

SMILES: O=C[C@@H](F)I


--- ii ---
Molecular formula: C2H2FIO
Method: DFT, ωB97M-V/def2-TZVPD

Each line ends with the Mulliken charge.
Atoms and positions in Å:
1 C -0.74663 0.25300 -0.58512  0.54
2 C 0.19566 0.74814 0.38422  -0.09
3 O -1.54991 0.29286 -1.53256  -0.41
4 F 0.13592 2.03515 0.77419  -0.20
5 I 1.46745 -0.29279 1.72014  0.15
6 H 0.50985 -1.58637 -0.06922  -0.16
7 H -0.01233 -1.45000 -0.69165  0.16


Q: Which of them is the least stable? A: ii.